Record 1
# C3H3BrCl2S

A 2-piece molecular cluster, C3H3BrCl2S overall at a distorted geometry (wB97M-V/def2-TZVPD, the OMol25 dataset).

Geometry as XYZ:
```
10
Properties=species:S:1:pos:R:3:forces:R:3:nbo_charge:R:1
C -2.204273 1.771855 -0.089744 0.2 0.5 0.8 0.008
C -2.001873 0.564729 -0.502980 0.6 -1.6 1.0 -0.246
C 1.948751 -0.932052 0.249671 -0.1 -1.1 -3.0 -0.841
S 2.255707 0.785317 0.452004 0.0 0.2 -0.1 0.119
Cl -1.971616 2.775474 1.226683 0.0 -0.6 -0.7 0.142
Cl -1.202666 -0.791200 0.520894 -1.6 1.7 -0.7 -0.044
Br -2.580056 -0.107537 -2.142402 0.0 0.1 -0.2 0.155
H 2.306151 -1.304401 -0.825164 -0.7 1.2 1.7 0.253
H 0.882085 -1.196914 0.286364 1.0 0.1 0.1 0.230
H 2.567794 -1.565273 0.824678 0.6 -0.5 1.2 0.225
```
Forces are in eV/Å.

Computed properties:
- HOMO energy (spin up / spin down) (eV) = -9.1 / -8.8
- energy above the lowest of the compared OMol25 structures with the same formula, charge and spin (kcal per mole) = 85.1
- LUMO energy (spin up / spin down) (Eh) = -0.071 / -0.064
- gap between HOMO and LUMO (spin up / spin down) (eV) = 7.21 / 7.00
- total charge = 0

Record 2
# C3H11NS

A 3-piece molecular cluster, C3H11NS overall at a distorted geometry (wB97M-V/def2-TZVPD, the OMol25 dataset).

Geometry as XYZ:
```
16
Properties=species:S:1:pos:R:3:forces:R:3:nbo_charge:R:1
C -0.212680 0.302134 -2.921699 -0.3 1.0 -0.4 -0.629
C 0.044602 0.577048 -1.467103 0.4 0.1 1.6 -0.478
S 0.166760 -1.055300 -0.482044 -1.8 2.2 2.1 -0.225
H -0.940868 -0.474898 -3.083179 -0.3 -0.3 0.0 0.219
H 0.743969 -0.027104 -3.270401 0.4 -0.3 -0.9 0.208
H -0.549186 1.205940 -3.504115 0.5 -0.7 0.7 0.212
H -0.676303 1.239988 -0.963404 0.0 -0.5 -0.3 0.204
H 1.022422 1.092066 -1.350754 -0.5 -0.3 -0.1 0.197
C 0.415415 0.845763 2.070027 0.8 2.0 1.5 -0.497
N -0.583008 0.095015 2.877600 -0.2 0.2 -1.2 -0.842
H -0.076486 1.620758 1.441894 0.0 -0.6 0.4 0.196
H 0.993122 1.400980 2.819334 0.6 0.1 -0.5 0.190
H 1.065821 0.279802 1.389163 -0.2 0.0 0.9 0.256
H -0.551270 -0.336447 1.116518 0.5 -2.2 -3.4 0.236
H -0.854823 0.657951 3.683906 -0.1 -0.3 -0.5 0.381
H -0.247528 -0.789017 3.203187 0.4 -0.4 0.2 0.374
```
Forces are in eV/Å.

Computed properties:
- HOMO energy (eV) = -8.3
- energy above the lowest of the compared OMol25 structures with the same formula, charge and spin (kcal per mole) = 67.9
- LUMO energy (Eh) = 0.020
- gap between HOMO and LUMO (eV) = 8.87
- total charge = 0

Record 3
# C36H64F5I2N5O6P2RuTe

C36H64F5I2N5O6P2RuTe as an isolated structure at a distorted geometry (wB97M-V/def2-TZVPD, the OMol25 dataset).

Geometry as XYZ:
```
122
Properties=species:S:1:pos:R:3:forces:R:3:lowdin_spin:R:1
Ru 10.443199 10.606905 13.571458 0.0 -1.2 0.1 4.033
O 10.931437 12.442018 14.438188 0.1 0.4 0.4 0.162
N 10.325457 13.484440 14.073856 -0.8 0.5 -0.9 0.007
N 9.453383 13.300821 13.144289 0.8 -0.6 0.7 0.017
O 9.202139 12.114049 12.613003 0.5 0.0 0.6 0.206
C 8.817741 14.426327 12.584792 0.0 1.4 0.4 0.003
C 9.139972 15.699744 13.124588 1.0 -2.4 1.2 0.002
C 8.675284 16.826478 12.593966 -0.5 0.5 -1.1 0.000
C 7.828394 16.716616 11.488072 0.4 1.1 0.6 0.001
C 7.546944 15.493227 10.945488 -0.5 0.0 -0.9 0.000
C 8.002164 14.289698 11.487469 0.7 0.3 0.0 0.002
H 9.806712 15.801348 13.972656 0.0 -0.4 -0.1 0.000
H 9.136419 17.711274 12.981574 -0.6 0.8 0.0 0.000
H 7.452022 17.646644 11.094652 -0.2 -0.1 -0.5 0.000
H 7.033409 15.515523 9.996092 -0.4 -0.3 0.0 0.000
H 7.878703 13.318550 11.021053 -0.2 0.2 0.1 0.001
O 13.089586 8.776194 15.399887 -1.0 -1.0 -0.4 0.001
H 12.484289 8.032168 15.103297 0.9 1.2 0.6 0.000
H 13.896124 8.337122 15.679257 0.1 -0.2 0.0 0.000
I 15.784933 11.132271 15.702620 -1.0 -0.4 0.4 0.000
I 17.798624 12.275625 14.574509 0.9 0.4 -0.4 0.000
O 10.011407 10.180489 15.615089 -0.4 0.3 0.5 0.153
P 9.544293 10.427113 17.074209 1.4 -0.8 -1.3 0.018
N 8.633156 9.173690 17.483146 -1.5 -0.6 0.1 0.004
C 7.787912 9.191313 18.708205 -0.1 -0.4 0.3 0.001
C 7.059166 7.834192 18.671216 -0.9 1.5 -1.4 0.000
C 7.691468 7.079208 17.516984 0.6 -1.0 -0.2 0.000
C 8.114964 8.123316 16.492218 1.5 0.1 1.4 0.000
N 8.650612 11.769404 17.290862 -0.3 1.4 -0.3 0.004
C 7.364754 11.877799 16.590678 -0.9 -0.2 -0.2 0.000
C 7.270239 13.373387 16.101133 -1.1 -1.4 0.9 0.000
C 8.153510 14.138143 17.115457 -1.7 0.0 -0.4 0.000
C 9.246285 13.140251 17.305847 0.9 -1.0 0.7 0.000
N 10.868916 10.459931 18.019692 0.4 0.8 0.2 0.005
C 12.028144 11.285533 17.624209 -0.1 0.5 0.3 0.000
C 13.001761 11.152334 18.805172 0.1 0.1 -0.9 0.000
C 12.163450 10.817449 19.999516 -1.1 1.4 -0.1 0.000
C 11.009488 9.993557 19.408573 -0.6 -0.6 0.9 0.001
H 7.057501 10.004931 18.728861 0.2 0.0 -0.3 0.000
H 8.333071 9.276437 19.658776 0.4 0.0 -0.6 0.000
H 6.015181 8.072142 18.452884 0.0 -0.3 -0.2 0.000
H 7.045702 7.381165 19.620247 0.3 -0.9 1.0 0.000
H 7.040801 6.320878 17.056560 0.3 0.2 0.3 0.000
H 8.642961 6.617561 17.857526 -0.6 0.0 -0.2 0.000
H 7.277261 9.191517 15.108623 0.2 -0.1 -0.3 0.000
H 8.966039 7.813464 15.854243 -0.4 0.2 0.5 0.000
H 6.570009 11.629590 17.320284 0.1 0.3 -0.4 0.000
H 7.276449 11.092768 15.805779 0.0 0.9 0.2 0.000
H 6.217014 13.669459 15.989681 0.3 0.1 0.6 0.000
H 7.607078 13.453071 15.094771 0.9 0.1 -0.8 0.000
H 7.587337 14.442643 18.020845 0.4 -0.5 -0.4 0.000
H 8.488204 15.042278 16.628984 0.4 0.3 0.1 0.000
H 9.837256 13.192157 18.204823 0.1 0.5 0.4 0.000
H 9.915770 13.232854 16.473940 0.5 0.1 -0.4 0.000
H 11.754358 12.328300 17.414245 0.0 -0.1 0.4 0.000
H 12.406962 10.926970 16.694951 0.6 -0.5 -0.7 0.000
H 13.596767 12.039489 18.967719 0.2 0.2 -0.1 0.000
H 13.674208 10.313562 18.658250 0.2 -0.1 -0.4 0.000
H 11.782384 11.758225 20.486560 0.1 -0.9 -0.5 0.000
H 12.801582 10.345625 20.705368 0.0 -0.8 0.9 0.000
H 10.090583 10.171117 19.998550 0.4 -0.1 -0.4 0.000
H 11.204043 8.896386 19.436993 0.0 0.7 -0.1 0.000
O 12.314340 10.793690 12.672303 -0.9 -0.3 0.4 0.164
P 13.211118 11.440868 11.616113 0.5 0.3 -0.2 0.024
C 12.426057 11.139474 9.993123 1.1 -0.5 0.0 0.003
C 12.342088 9.588434 9.802589 1.9 0.2 -0.1 0.000
C 11.283461 9.184239 8.779145 -0.4 -0.7 0.0 0.000
C 11.173630 10.188425 7.660703 0.3 0.8 -0.1 0.000
C 10.855506 11.603612 8.228564 0.0 -0.1 -0.5 0.000
C 11.048204 11.664007 9.734259 0.5 2.5 -0.2 0.000
C 14.814393 10.592895 11.726094 0.0 -0.4 0.2 0.005
C 14.654454 9.189831 12.333806 0.1 0.4 0.0 0.000
C 15.991584 8.479694 12.441074 1.1 0.8 0.2 0.000
C 16.840510 8.386950 11.150898 0.0 0.7 -0.4 0.000
C 16.178655 9.164009 10.000925 -0.6 -0.3 0.2 0.000
C 15.643686 10.561650 10.428772 0.6 0.3 -0.4 0.001
C 13.471758 13.191572 12.249022 -3.1 -0.6 0.3 0.003
C 12.493839 14.206428 11.601653 -0.5 1.2 0.3 0.000
C 12.921909 14.754107 10.210995 -0.3 0.6 0.3 0.000
C 14.389458 15.205851 10.227495 -0.8 -0.3 2.1 0.000
C 15.352658 14.327804 11.044278 0.8 -1.1 -1.1 0.000
C 14.814630 13.826230 12.372362 0.6 -0.2 0.4 0.001
H 13.108479 11.551231 9.225698 -0.2 0.0 0.3 0.001
H 12.123455 9.143079 10.775656 0.1 -0.2 -0.2 0.000
H 13.402602 9.253208 9.471552 -1.9 0.2 0.5 0.000
H 10.280440 8.976372 9.242452 1.0 0.1 -0.3 0.000
H 11.669784 8.281821 8.303446 -0.5 -0.4 0.3 0.000
H 10.342809 9.967105 7.007430 0.0 -0.5 -0.4 0.000
H 12.124552 10.079273 7.087335 -0.7 0.7 0.2 0.000
H 9.833098 11.866867 8.017093 -0.6 -0.1 -0.1 0.000
H 11.403247 12.413891 7.722027 0.3 -0.3 0.3 0.000
H 10.323261 11.115101 10.293530 -0.7 -0.5 0.3 0.000
H 10.948627 12.738905 10.024723 -0.1 -0.8 -0.1 0.000
H 15.285600 11.236969 12.478885 0.4 -0.3 0.0 0.000
H 13.954424 8.617268 11.746855 -0.3 -0.3 -0.2 0.000
H 14.244861 9.320951 13.330501 -0.2 -0.3 0.1 0.000
H 15.844711 7.501902 12.868362 0.0 -0.4 0.3 0.000
H 16.584623 9.090513 13.150244 -0.2 -0.5 0.0 0.000
H 17.047097 7.360046 10.830407 -0.3 0.1 0.1 0.000
H 17.845776 8.829551 11.282534 -0.4 -0.1 0.3 0.000
H 15.351375 8.590187 9.606492 -0.4 -0.3 0.1 0.000
H 16.879000 9.147497 9.166618 0.1 0.8 -0.1 0.000
H 15.043526 11.076273 9.667729 0.5 -0.5 -0.4 0.000
H 16.508290 11.197228 10.574456 0.3 0.3 0.0 0.000
H 12.969128 12.929791 13.262733 1.3 0.7 -1.2 0.000
H 12.468627 15.095234 12.292198 0.1 -0.7 -0.4 0.000
H 11.442124 13.852456 11.636349 0.6 0.0 -0.4 0.000
H 12.311112 15.642818 9.896889 0.3 -0.8 0.6 0.000
H 12.732876 14.042664 9.420276 0.1 -0.6 -0.2 0.000
H 14.432490 16.181556 10.743518 -0.1 -0.1 -0.4 0.000
H 14.775960 15.316276 9.257487 0.4 0.3 -1.4 0.000
H 16.215562 14.989642 11.130138 0.3 -0.4 0.6 0.000
H 15.739106 13.427978 10.490124 -0.5 0.8 0.0 0.000
H 14.699198 14.690347 13.013892 -0.2 0.2 0.5 0.000
H 15.450940 13.119219 12.923757 0.4 0.5 -0.4 0.000
F 11.699949 5.300308 12.725409 0.1 0.2 0.3 0.002
Te 10.561218 6.777080 12.738367 -3.9 -3.3 0.8 0.002
F 10.846072 6.827857 14.686315 -0.1 -0.3 0.1 0.000
F 11.754078 8.030048 12.936557 3.4 3.3 -0.1 0.008
F 9.318016 8.984216 12.954623 0.3 0.1 -0.1 0.164
F 11.000826 6.866694 10.917263 0.2 0.3 -1.0 0.000
O 7.032891 8.507838 15.736130 -0.8 0.4 0.0 0.000
```
Forces are in eV/Å.

Computed properties:
- HOMO energy (spin up / spin down) (eV) = -11.3 / -11.3
- multiplicity = 6
- <S²> = 8.758
- LUMO energy (spin up / spin down) (Eh) = -0.121 / -0.149
- gap between HOMO and LUMO (spin up / spin down) (eV) = 8.02 / 7.27
- total charge = +1

Record 4
# CH2N2O4P

A 2-piece molecular cluster, CH2N2O4P overall at a distorted geometry (wB97M-V/def2-TZVPD, the OMol25 dataset).

Geometry as XYZ:
```
10
Properties=species:S:1:pos:R:3:forces:R:3:nbo_charge:R:1
C 2.145148 0.574442 -0.147428 -1.5 -1.9 -3.7 0.575
N 0.371059 -1.348952 0.040733 0.4 0.0 -0.4 -1.158
N -2.689377 1.575901 0.074598 0.0 -2.7 0.0 0.263
O 2.355959 0.462520 1.050178 1.4 0.4 2.0 -0.640
O -2.039000 0.382988 0.065421 -1.4 2.5 -0.3 -0.664
O 2.654295 0.382924 -1.240964 0.8 0.9 0.8 -0.664
O -3.923667 1.488050 0.099375 1.7 0.0 0.0 -0.484
P 0.390916 0.258891 0.426318 -1.5 0.5 1.8 0.987
H -0.119798 -2.140568 0.405603 -0.7 0.4 0.7 0.399
H 0.854464 -1.636195 -0.773836 0.7 -0.1 -0.9 0.384
```
Forces are in eV/Å.

Computed properties:
- HOMO energy (eV) = -4.4
- energy above the lowest of the compared OMol25 structures with the same formula, charge and spin (kcal per mole) = 26.0
- LUMO energy (Eh) = 0.137
- gap between HOMO and LUMO (eV) = 8.15
- total charge = -1